Entry from OMol25: an isolated molecule of C3N2OS at a distorted geometry (the ωB97M-V functional and the def2-TZVPD basis).

Element x y z (Å)
S  2.261  1.010  0.289
O  -1.308  2.093  0.568
N  -0.417  -1.359  0.176
N  0.794  -1.207  -0.397
C  1.523  -0.240  -0.264
C  -1.070  -0.310  0.431
C  -1.006  0.990  0.342

Cartesian forces (eV/Å) of the 2 atoms listed first:
0.472 -0.002 -0.479
0.318 -0.415 -0.544

Computed properties:
* SMILES: O=C=C=NN=C=S
* E_LUMO: -1.7 eV
* E: -697.09733 Eh
* energy relative to the best compared isomer or geometry (same formula, charge and spin): 50.43 kcal/mol
* gap between HOMO and LUMO: 7.86 eV